{"formula": "C2H5NO", "method": "the ωB97M-V functional and the def2-TZVPD basis", "e_tot_ha": -209.04337, "relative_energy_kcal_mol": 112.30, "lumo_energy_ev": -0.75, "spin_multiplicity": 1, "symbols": ["C", "C", "O", "N", "H", "H", "H", "H", "H"], "positions_angstrom": [[0.98, -0.76, -0.25], [-0.33, -0.15, 0.40], [-0.92, -0.61, 1.36], [-0.38, 0.83, -0.46], [1.69, -0.83, 0.58], [1.41, -0.16, -1.05], [0.71, -1.74, -0.63], [-1.90, 1.50, 0.12], [-1.26, 1.92, -0.05]]}

=====

{"formula": "C11H27CoI2OP2", "method": "the ωB97M-V functional and the def2-TZVPD basis", "e_tot_ha": -3170.74854, "relative_energy_kcal_mol": 6.48, "lumo_energy_ev": [-8.50, -10.41], "spin_multiplicity": 5, "total_charge": 2, "symbols": ["I", "I", "Co", "P", "C", "C", "H", "H", "H", "H", "H", "H", "C", "H", "H", "H", "P", "C", "C", "H", "H", "H", "C", "H", "H", "H", "H", "H", "H", "C", "O", "C", "C", "C", "C", "H", "H", "H", "H", "H", "H", "H", "H", "H"], "positions_angstrom": [[2.33, -2.77, -2.59], [1.24, -2.39, 0.20], [-0.10, 0.04, 0.27], [1.81, 1.10, 0.09], [2.56, 1.05, 1.76], [3.13, 0.39, -0.95], [3.98, 1.09, -0.99], [2.95, 3.19, -0.46], [2.73, 0.24, -1.95], [1.42, 2.98, -1.36], [2.73, 0.01, 2.08], [3.46, -0.58, -0.56], [1.91, 2.86, -0.38], [3.52, 1.58, 1.76], [1.39, 3.48, 0.36], [1.88, 1.52, 2.48], [-1.79, -1.03, -0.58], [-2.53, -1.99, 0.82], [-3.23, -0.21, -1.35], [-0.86, -1.96, -2.61], [-2.39, -2.79, -2.14], [-0.84, -3.17, -1.32], [-1.45, -2.37, -1.78], [-2.89, 0.33, -2.24], [-3.99, -0.95, -1.66], [-3.41, -2.54, 0.48], [-2.83, -1.30, 1.62], [-3.70, 0.50, -0.65], [-1.80, -2.69, 1.24], [-0.04, -0.55, 1.94], [-0.04, -0.93, 3.05], [-2.18, 2.90, -1.38], [-1.42, 3.07, -0.07], [-2.10, 4.19, 0.72], [-1.24, 1.76, 0.74], [-3.22, 2.56, -1.26], [-1.66, 2.21, -2.05], [-2.25, 3.86, -1.90], [-0.44, 3.43, -0.38], [-3.11, 3.89, 1.03], [-1.51, 4.44, 1.60], [-2.18, 5.07, 0.06], [-0.78, 1.98, 1.71], [-2.25, 1.38, 0.95]]}

=====

{"formula": "C6H18N2O", "method": "the ωB97M-V functional and the def2-TZVPD basis", "e_tot_ha": -424.05725, "relative_energy_kcal_mol": 20.23, "lumo_energy_ev": [3.46, 3.36], "spin_multiplicity": 2, "total_charge": -1, "symbols": ["C", "N", "C", "C", "C", "N", "C", "C", "H", "H", "H", "H", "H", "H", "H", "H", "H", "H", "H", "H", "H", "H", "H", "H", "H", "H", "O"], "positions_angstrom": [[1.26, -0.73, 0.75], [1.26, -1.68, -0.38], [0.47, -2.92, -0.14], [-0.99, -2.71, -0.44], [1.08, 0.70, 0.28], [-0.14, 0.74, -0.56], [-1.35, 0.88, 0.23], [-0.14, 1.77, -1.61], [2.22, -0.87, 1.25], [0.47, -0.93, 1.50], [0.74, -1.18, -1.10], [0.61, -3.24, 0.89], [0.95, -3.65, -0.79], [-1.49, -2.38, 0.49], [-1.16, -1.98, -1.23], [-1.69, -3.55, -0.62], [1.92, 1.06, -0.33], [1.13, 1.47, 1.05], [-1.24, 0.65, 1.30], [-2.15, 0.18, -0.03], [-1.75, 1.90, 0.32], [-1.07, 1.59, -2.17], [-0.16, 2.80, -1.25], [0.71, 1.57, -2.26], [-0.28, 2.94, 1.29], [0.83, 3.96, 1.65], [-0.03, 3.59, 1.96]]}

=====

{"formula": "C6H8F2NO2", "method": "the ωB97M-V functional and the def2-TZVPD basis", "e_tot_ha": -638.38979, "lumo_energy_ev": 3.70, "spin_multiplicity": 1, "total_charge": -1, "symbols": ["C", "C", "C", "C", "C", "C", "N", "O", "O", "F", "F", "H", "H", "H", "H", "H", "H", "H", "H"], "positions_angstrom": [[-1.33, 1.44, 1.19], [1.08, -0.39, 0.56], [1.20, -0.37, -0.89], [-1.43, -0.24, 0.72], [-0.23, -1.05, 1.07], [0.23, 0.87, -2.75], [0.37, 0.61, -1.48], [-2.07, 1.73, 2.06], [-0.61, 2.07, 0.46], [-0.43, -2.38, 0.71], [1.15, 0.01, -3.52], [1.93, -0.87, 0.91], [1.07, 0.59, 1.00], [2.26, -0.14, -0.98], [1.07, -1.37, -1.24], [-1.40, -0.09, -0.39], [-0.39, -1.03, 2.19], [-2.37, -0.57, 1.08], [-0.08, 1.19, -0.71]]}

=====

{"formula": "HNO2S", "method": "the ωB97M-V functional and the def2-TZVPD basis", "e_tot_ha": -603.90016, "relative_energy_kcal_mol": 37.83, "lumo_energy_ev": -1.03, "smiles": "N#S(=O)O", "spin_multiplicity": 1, "symbols": ["N", "O", "O", "S", "H"], "positions_angstrom": [[1.59, 0.14, 2.66], [1.23, 1.63, 0.52], [-0.10, -0.52, 0.56], [1.04, 0.49, 1.38], [-0.23, 0.20, -0.20]]}

=====

{"formula": "C47H37BN2O18PS", "method": "the ωB97M-V functional and the def2-TZVPD basis", "e_tot_ha": -4040.82998, "lumo_energy_ev": -5.29, "spin_multiplicity": 1, "total_charge": 1, "symbols": ["C", "O", "B", "O", "N", "C", "C", "C", "C", "P", "O", "O", "S", "N", "H", "H", "H", "H", "H", "H", "H", "H", "H", "C", "C", "C", "O", "C", "C", "C", "O", "H", "H", "H", "H", "C", "C", "C", "O", "C", "C", "C", "O", "H", "H", "H", "H", "C", "C", "C", "O", "C", "C", "C", "O", "H", "H", "H", "H", "C", "C", "C", "O", "C", "C", "C", "O", "H", "H", "H", "H", "C", "C", "C", "O", "C", "C", "C", "O", "H", "H", "H", "H", "C", "C", "C", "O", "C", "C", "C", "O", "H", "H", "H", "H", "C", "C", "C", "O", "C", "C", "C", "O", "H", "H", "H", "H"], "positions_angstrom": [[4.30, -1.18, 1.71], [3.86, 0.07, 1.00], [2.57, -0.34, 0.37], [2.53, -0.92, -0.99], [1.31, -0.15, 1.27], [1.27, 1.20, 1.92], [-0.03, 1.46, 2.94], [-1.00, 0.14, 3.02], [-0.70, -1.20, 2.14], [-1.87, -2.74, 2.25], [-3.52, -2.10, 2.25], [-1.70, -3.72, 0.80], [-1.47, -3.79, 3.88], [0.51, -1.24, 1.29], [3.71, -1.29, 2.73], [5.46, -1.12, 1.85], [3.95, -2.11, 1.05], [1.68, -0.72, -1.47], [2.11, 2.03, 1.75], [-0.19, 2.47, 3.51], [-1.97, 0.15, 3.71], [-3.47, -1.22, 1.76], [-1.55, -3.13, -0.01], [-3.37, 0.43, -3.22], [-2.24, 0.01, -2.65], [-2.20, -1.21, -1.82], [-1.17, -1.60, -1.30], [-3.47, -1.94, -1.63], [-4.61, -1.52, -2.20], [-4.64, -0.30, -3.03], [-5.68, 0.09, -3.55], [-3.42, 1.32, -3.83], [-1.30, 0.53, -2.78], [-3.43, -2.83, -1.02], [-5.55, -2.04, -2.07], [-2.83, 6.61, 2.12], [-1.69, 6.19, 2.69], [-1.66, 4.97, 3.52], [-0.62, 4.59, 4.04], [-2.93, 4.24, 3.71], [-4.07, 4.66, 3.14], [-4.10, 5.88, 2.31], [-5.14, 6.27, 1.79], [-2.87, 7.51, 1.51], [-0.76, 6.72, 2.56], [-2.89, 3.35, 4.32], [-5.00, 4.14, 3.27], [-3.92, 4.22, -2.67], [-4.10, 5.15, -1.72], [-3.07, 6.17, -1.44], [-3.23, 7.01, -0.57], [-1.84, 6.12, -2.25], [-1.66, 5.20, -3.19], [-2.69, 4.18, -3.48], [-2.53, 3.33, -4.34], [-4.67, 3.47, -2.89], [-5.00, 5.19, -1.12], [-1.09, 6.88, -2.03], [-0.76, 5.15, -3.79], [5.38, -6.26, 0.86], [5.20, -5.33, 1.81], [6.23, -4.31, 2.09], [6.07, -3.47, 2.96], [7.46, -4.36, 1.29], [7.64, -5.28, 0.34], [6.61, -6.30, 0.06], [6.77, -7.15, -0.81], [4.63, -7.01, 0.65], [4.30, -5.29, 2.41], [8.21, -3.60, 1.51], [8.54, -5.33, -0.26], [-8.83, 4.14, 0.87], [-7.69, 3.72, 1.43], [-7.66, 2.50, 2.27], [-6.62, 2.12, 2.78], [-8.93, 1.77, 2.45], [-10.07, 2.19, 1.89], [-10.10, 3.41, 1.05], [-11.14, 3.80, 0.53], [-8.87, 5.04, 0.25], [-6.76, 4.25, 1.31], [-8.89, 0.88, 3.06], [-11.00, 1.67, 2.01], [-2.30, 0.07, -8.69], [-2.75, -0.12, -7.45], [-1.92, -0.80, -6.43], [-2.33, -0.98, -5.29], [-0.58, -1.26, -6.84], [-0.13, -1.07, -8.09], [-0.95, -0.39, -9.10], [-0.54, -0.21, -10.24], [-2.89, 0.57, -9.45], [-3.73, 0.21, -7.13], [0.01, -1.76, -6.08], [0.85, -1.40, -8.40], [10.99, -4.99, 4.93], [10.39, -4.89, 3.74], [11.13, -5.17, 2.49], [10.58, -5.07, 1.40], [12.54, -5.58, 2.61], [13.13, -5.68, 3.80], [12.40, -5.40, 5.05], [12.94, -5.49, 6.14], [10.46, -4.79, 5.86], [9.35, -4.59, 3.64], [13.06, -5.78, 1.69], [14.17, -5.98, 3.91]]}